{
  "formula": "C18H23N7O2",
  "method": "ωB97M-V/def2-TZVPD",
  "symbols": ["O", "N", "O", "C", "C", "C", "C", "C", "C", "H", "H", "H", "H", "H", "C", "C", "N", "H", "H", "H", "C", "C", "N", "H", "H", "H", "C", "C", "N", "H", "H", "H", "C", "C", "N", "H", "H", "H", "C", "C", "N", "H", "H", "H", "C", "C", "N", "H", "H", "H"],
  "xyz": [[-3.239, 3.235, -1.950], [-2.563, 3.498, -0.983], [-2.994, 3.841, 0.089], [-1.114, 3.329, -1.130], [-0.665, 2.340, -1.971], [0.698, 2.070, -1.995], [1.563, 2.884, -1.280], [1.096, 3.956, -0.530], [-0.261, 4.187, -0.435], [-1.350, 1.661, -2.465], [1.120, 1.336, -2.668], [2.616, 2.635, -1.208], [1.802, 4.507, 0.078], [-0.679, 4.922, 0.238], [-4.967, 0.621, -2.283], [-3.714, -0.120, -2.362], [-2.710, -0.674, -2.315], [-5.135, 1.134, -3.227], [-4.838, 1.365, -1.494], [-5.817, 0.022, -1.966], [0.118, -0.480, -0.328], [0.299, -1.526, 0.670], [0.439, -2.352, 1.450], [-0.507, 0.309, 0.093], [-0.425, -0.728, -1.240], [1.121, -0.127, -0.563], [4.059, 0.246, -4.395], [3.884, -0.236, -3.049], [3.701, -0.648, -1.994], [3.441, 1.154, -4.427], [3.703, -0.463, -5.136], [5.067, 0.589, -4.615], [-1.537, -4.941, 1.923], [-2.661, -5.820, 1.661], [-3.556, -6.492, 1.412], [-1.693, -3.919, 2.266], [-1.133, -4.838, 0.908], [-0.733, -5.270, 2.578], [0.957, 2.050, 2.714], [-0.372, 1.442, 2.647], [-1.384, 0.914, 2.587], [1.330, 2.172, 3.728], [0.840, 3.060, 2.312], [1.692, 1.518, 2.116], [2.367, -3.997, 4.010], [2.430, -3.189, 5.226], [2.473, -2.592, 6.202], [1.492, -4.635, 3.992], [3.278, -4.600, 3.974], [2.460, -3.348, 3.140]],
  "total_energy_ev": -33559.734,
  "smiles": "O=[N+]([O-])c1ccccc1.CC#N.CC#N.CC#N.CC#N.CC#N.CC#N",
  "e_above_lowest_kj_mol": 687.4,
  "fmax_ev_per_a": 1.60,
  "homo_lumo_gap_ev": 9.91
}

***

{
  "formula": "C12H30BN3O8S6",
  "method": "ωB97M-V/def2-TZVPD",
  "symbols": ["N", "C", "O", "B", "N", "C", "S", "O", "N", "O", "C", "S", "O", "C", "H", "H", "H", "H", "H", "H", "C", "S", "O", "C", "H", "H", "H", "H", "H", "H", "C", "S", "O", "C", "H", "H", "H", "H", "H", "H", "C", "S", "O", "C", "H", "H", "H", "H", "H", "H", "C", "S", "O", "C", "H", "H", "H", "H", "H", "H"],
  "xyz": [[2.609, -4.154, 0.363], [1.401, -4.495, -0.036], [0.277, -5.001, -0.893], [-0.884, -4.202, -0.424], [-1.446, -2.978, -1.186], [-1.181, -1.932, -0.293], [-0.882, -0.713, 0.900], [-1.580, -4.496, 0.876], [-2.862, -4.727, 0.543], [-2.945, -5.697, -0.195], [3.449, -3.614, -4.620], [3.747, -3.499, -2.839], [4.079, -2.070, -2.528], [5.299, -4.428, -2.853], [2.535, -3.063, -4.855], [4.286, -3.176, -5.168], [3.322, -4.661, -4.902], [6.022, -3.940, -3.511], [5.111, -5.449, -3.194], [5.697, -4.455, -1.835], [5.895, 3.250, -2.547], [4.848, 2.061, -1.674], [4.784, 2.486, -0.237], [6.011, 0.679, -1.781], [5.382, 4.214, -2.570], [6.850, 3.360, -2.027], [6.063, 2.906, -3.570], [6.958, 0.950, -1.308], [6.175, 0.420, -2.829], [5.580, -0.180, -1.260], [-6.159, 0.037, 0.619], [-4.465, -0.457, 0.221], [-3.561, 0.672, 0.618], [-4.670, -0.385, -1.575], [-6.257, 0.097, 1.706], [-6.376, 1.014, 0.181], [-6.857, -0.710, 0.234], [-4.979, 0.619, -1.876], [-5.417, -1.118, -1.887], [-3.712, -0.624, -2.044], [2.178, 2.600, 1.421], [1.677, 1.171, 2.410], [0.183, 1.065, 2.325], [2.079, 1.908, 4.013], [1.979, 2.381, 0.369], [1.607, 3.481, 1.721], [3.247, 2.781, 1.556], [1.514, 2.832, 4.152], [3.151, 2.112, 4.062], [1.810, 1.198, 4.799], [-7.257, 4.177, 3.889], [-6.479, 3.653, 2.342], [-7.105, 2.350, 1.941], [-4.863, 3.280, 3.066], [-8.301, 4.426, 3.685], [-7.214, 3.367, 4.621], [-6.744, 5.060, 4.275], [-4.970, 2.527, 3.850], [-4.429, 4.193, 3.480], [-4.211, 2.894, 2.279]],
  "total_energy_ev": -99458.276,
  "fmax_ev_per_a": 12.05,
  "homo_lumo_gap_ev": 7.97
}

***

{
  "formula": "C4H7NO2",
  "method": "ωB97M-V/def2-TZVPD",
  "symbols": ["H", "N", "C", "O", "H", "H", "C", "C", "C", "O", "H", "H", "H", "H"],
  "xyz": [[-1.619, -2.809, 0.289], [-2.040, -3.177, -0.564], [-2.253, -2.329, -1.456], [-2.005, -1.016, -1.461], [-2.701, -2.652, -2.390], [-1.587, -0.738, -0.623], [1.881, 2.480, 0.977], [1.706, 1.056, 0.521], [0.626, 0.366, 0.649], [-0.348, -0.274, 0.760], [1.012, 2.815, 1.536], [2.019, 3.133, 0.116], [2.762, 2.559, 1.612], [2.547, 0.586, 0.036]],
  "total_energy_ev": -9845.188,
  "smiles": "[H]/N=C\\O.CC=C=O",
  "e_above_lowest_kj_mol": 201.8,
  "fmax_ev_per_a": 1.09,
  "homo_lumo_gap_ev": 9.94
}

***

{
  "formula": "C3H10BN",
  "method": "ωB97M-V/def2-TZVPD",
  "symbols": ["B", "N", "C", "C", "C", "H", "H", "H", "H", "H", "H", "H", "H", "H", "H"],
  "xyz": [[1.845, -1.128, -0.031], [1.679, 0.285, -0.127], [0.457, 0.854, 0.472], [-0.795, 0.702, -0.403], [-1.784, -0.336, 0.121], [1.617, -1.851, -0.963], [2.207, -1.592, 1.014], [1.732, 0.566, -1.101], [0.298, 0.332, 1.419], [0.641, 1.905, 0.703], [-1.296, 1.668, -0.489], [-0.484, 0.407, -1.408], [-2.415, 0.083, 0.906], [-2.444, -0.702, -0.665], [-1.260, -1.193, 0.552]],
  "total_energy_ev": -5439.184,
  "smiles": "BNCCC",
  "e_above_lowest_kj_mol": 128.3,
  "fmax_ev_per_a": 1.11,
  "homo_lumo_gap_ev": 10.18
}

***

The E_LUMO results, record by record, are as follows: -0.650, -0.428, 0.388, 0.902 eV.